Molecular formula: C34H69AlBr2Cl4CsMgN4O9PS2
Method: DFT, ωB97M-V with the def2-TZVPD basis set

Results
- energy relative to the best compared isomer or geometry (same formula, charge and spin) (eV) = 11.147
- M (g mol⁻¹) = 1258.9
- calculated total energy (eV) = -294449.28313
- HOMO energy (eV) = -10.219
- Kohn-Sham gap (eV) = 0.82
- net charge = +2

The geometry in XYZ format:
```
128
Properties=species:S:1:pos:R:3:forces:R:3
C 3.898 1.240 3.796 0.19 -0.80 -0.23
C 5.180 0.381 3.302 -0.60 -0.18 -0.65
C 4.623 -0.957 2.533 -0.10 0.78 -0.12
C 4.793 -0.885 0.895 0.08 0.67 1.65
C 3.948 0.426 0.378 -0.24 -0.81 -0.12
C 4.008 0.641 -1.263 -1.89 -0.93 -1.10
C 2.832 1.611 -1.848 -0.18 0.31 -0.24
C 3.248 3.195 -1.946 -3.34 -2.38 -0.17
C 1.999 4.062 -1.409 0.88 0.07 -0.23
C 2.408 5.535 -0.852 0.04 -1.53 1.40
C 1.487 5.957 0.408 -0.08 1.25 -1.14
C 0.061 6.534 -0.083 0.14 0.12 1.10
C -0.708 7.078 1.236 -0.89 -1.01 -0.70
C -2.325 7.053 1.032 0.64 1.11 0.12
C -3.136 7.152 2.409 -0.55 0.18 -1.14
C -3.594 5.741 3.024 0.32 0.29 0.78
C -2.813 4.478 2.436 -0.73 -0.94 0.28
C -3.377 3.082 3.064 0.53 1.27 0.49
S -3.140 1.760 1.737 -2.48 0.15 1.06
C -3.604 0.140 2.545 -0.08 -1.76 1.02
C -3.010 -1.081 1.687 -0.31 0.90 -0.96
C -4.029 -2.302 1.468 1.23 -0.86 0.82
C -3.493 -3.155 0.208 0.24 -0.09 1.23
N -4.068 -2.737 -1.105 1.99 -1.29 -1.09
C -3.167 -1.794 -1.846 0.10 1.05 -0.24
C -4.091 -3.986 -1.932 -2.96 -3.34 -0.31
C -2.947 -4.427 -2.947 0.03 0.68 -0.58
O -5.081 -4.756 -1.823 3.41 2.93 0.03
S -1.077 1.856 1.282 7.28 -1.98 1.28
C -0.806 3.241 0.037 -1.34 0.54 -0.09
O -0.298 2.150 2.561 -2.70 0.16 -2.75
O -0.513 0.619 0.650 -2.61 2.59 0.97
H 4.183 2.335 4.000 0.07 -1.31 -0.27
H 3.483 0.716 4.743 0.55 0.87 -1.18
H 3.075 1.209 2.995 1.07 0.23 1.09
H 5.800 0.067 4.201 -0.71 0.65 -1.24
H 5.811 1.043 2.584 -0.95 -1.21 1.44
H 5.112 -1.872 2.993 -0.51 1.25 -0.82
H 3.501 -1.031 2.785 1.58 -0.09 -0.49
H 4.390 -1.873 0.495 0.51 1.63 0.19
H 5.940 -0.821 0.680 -2.09 -0.15 0.18
H 2.871 0.276 0.762 1.51 0.33 -0.96
H 4.428 1.402 0.839 -3.65 -3.13 0.58
H 3.854 -0.387 -1.747 0.31 1.37 0.77
H 5.033 1.065 -1.624 -3.72 -2.44 -1.05
H 1.913 1.494 -1.167 1.29 0.07 -0.83
H 2.483 1.250 -2.886 0.70 0.26 1.69
H 4.263 3.419 -1.361 -5.04 -2.03 -0.81
H 3.480 3.433 -3.048 -0.32 -0.28 1.70
H 1.579 3.503 -0.504 0.75 0.88 -1.33
H 1.197 4.120 -2.225 0.81 0.01 1.19
H 2.330 6.320 -1.711 -0.21 -1.58 1.78
H 3.511 5.470 -0.552 -1.59 0.40 -0.51
H 1.369 5.070 1.129 0.18 1.10 -1.14
H 1.971 6.799 1.031 -0.58 -1.27 -1.04
H -0.570 5.748 -0.623 0.88 0.95 0.73
H 0.172 7.413 -0.812 0.02 -1.23 1.10
H -0.367 6.462 2.134 -0.50 0.64 -0.88
H -0.402 8.229 1.403 -0.30 -2.37 0.14
H -2.638 6.199 0.346 0.33 0.91 1.03
H -2.556 8.019 0.453 0.26 -1.69 0.80
H -4.100 7.739 2.174 1.50 -0.89 0.49
H -2.538 7.814 3.117 -0.74 -1.14 -0.72
H -3.457 5.820 4.168 -0.19 -0.44 -1.71
H -4.712 5.607 2.850 1.47 0.03 0.10
H -3.034 4.388 1.309 0.56 0.46 1.72
H -1.692 4.468 2.665 -1.55 0.34 -0.59
H -2.820 2.760 4.002 -0.59 0.27 -1.32
H -4.487 3.174 3.333 1.39 -0.54 -0.85
H -3.294 0.125 3.655 -0.17 0.27 -1.81
H -4.755 0.079 2.560 1.65 0.68 -0.44
H -2.781 -0.661 0.637 -0.24 -0.66 1.55
H -2.010 -1.378 2.138 -1.37 0.16 -0.59
H -5.122 -1.989 1.380 1.56 -0.33 -0.11
H -3.904 -2.990 2.396 -0.53 1.19 -1.46
H -2.343 -3.030 0.201 -1.46 -0.24 -0.04
H -3.685 -4.272 0.407 0.00 1.81 -0.41
H -2.058 -2.087 -1.771 -1.57 0.38 -0.35
H -3.238 -0.711 -1.467 -0.13 -1.56 -0.33
H -3.539 -1.759 -2.931 0.86 -0.03 1.57
H -1.892 -4.116 -2.649 -1.45 -0.40 -0.34
H -3.177 -3.908 -3.950 0.45 -0.69 1.46
H -2.951 -5.549 -3.186 -0.28 1.75 0.77
H -1.836 3.594 -0.339 1.61 -0.44 0.63
H -0.225 2.822 -0.848 -0.84 0.16 1.51
H -0.248 4.074 0.597 -1.06 -1.47 -0.79
N 0.338 -2.000 -2.890 0.05 0.00 -0.10
C 0.236 -0.640 -2.771 0.06 0.21 0.20
C 0.056 -0.117 -4.029 0.01 0.09 0.25
C 0.043 -1.203 -4.940 0.01 -0.21 0.00
C 0.216 -2.353 -4.209 0.05 -0.12 -0.21
H 0.479 -2.642 -2.128 -0.13 0.04 -0.14
H 0.301 -0.162 -1.805 -0.04 -0.05 -0.05
H -0.056 0.931 -4.268 -0.01 -0.07 0.01
H -0.080 -1.150 -6.011 0.01 -0.05 0.11
H 0.264 -3.390 -4.512 -0.10 0.00 0.02
Br -0.721 9.647 0.229 0.44 1.99 -1.08
Mg 2.502 7.572 -2.913 0.09 1.04 -0.75
Br 5.511 4.302 -1.453 6.13 6.96 -1.15
C 0.772 -6.397 -3.708 -0.41 -0.62 -0.49
O -0.149 -5.697 -4.107 0.05 0.38 0.28
N 0.835 -7.726 -3.937 -0.42 -0.14 0.08
N 1.814 -5.888 -2.997 0.53 0.66 0.61
H 1.583 -8.314 -3.618 -0.01 0.04 -0.17
H 0.079 -8.138 -4.464 0.19 -0.04 -0.12
H 1.798 -4.901 -2.809 0.09 -0.21 -0.13
H 2.582 -6.437 -2.657 -0.04 0.01 -0.11
O 0.136 -9.301 -8.914 0.25 -0.21 0.65
P 0.110 -8.598 -7.554 -0.03 -0.05 -0.03
O -1.078 -9.110 -6.740 0.12 0.58 -0.40
O -0.027 -7.085 -7.753 -0.14 -0.38 0.57
O 1.412 -8.893 -6.809 -0.13 0.14 -0.64
C -2.851 -6.108 4.209 0.07 -0.07 -0.12
C -2.509 -4.689 4.619 -0.28 -0.39 0.21
O -3.686 -3.887 4.651 -0.01 0.37 -0.03
H -3.325 -6.119 3.224 0.10 0.02 0.04
H -1.955 -6.731 4.175 -0.09 -0.03 0.02
H -3.562 -6.552 4.910 0.13 -0.01 0.03
H -1.815 -4.241 3.903 -0.13 0.13 0.02
H -2.043 -4.671 5.609 0.17 -0.05 -0.07
H -4.291 -4.283 5.291 0.07 0.08 -0.17
Cs 6.017 1.941 -0.170 8.28 1.52 2.58
Al 2.494 2.953 5.149 -0.40 0.06 0.17
C 2.808 -4.574 1.359 -0.06 -0.49 0.06
Cl 4.472 -4.196 1.857 -0.25 -0.31 -0.12
Cl 2.632 -6.327 1.163 0.04 0.49 0.04
Cl 1.676 -3.999 2.603 0.13 0.00 -0.14
Cl 2.451 -3.767 -0.182 0.08 0.06 0.14
```
Forces are in eV/Å.

Here are the Mulliken charges for atoms 1 to 5, given in e: -0.74 -0.09 -0.65 0.06 -0.21